{"formula": "C6H9N", "method": "ωB97M-V/def2-TZVPD", "de_lowest_kj_mol": 341.9, "elements": ["C", "C", "C", "C", "C", "C", "N", "H", "H", "H", "H", "H", "H", "H", "H", "H"], "positions_angstrom": [[1.34728, 0.56039, -2.16519], [-0.80665, 0.55897, 0.30096], [0.08165, 0.89896, -2.21006], [-0.86506, -0.34401, 1.53233], [-0.17325, 0.00510, -0.96546], [0.08709, -0.87781, 2.33199], [1.28818, -0.20832, -0.94232], [2.13356, 0.56131, -2.86657], [-1.77531, 0.78569, 0.05536], [-0.36158, 1.52448, 0.58893], [-0.40311, 1.70765, -2.86613], [-1.92593, -0.66145, 1.62939], [-0.68671, -0.85186, -1.37853], [1.74236, -1.03675, -0.77712], [1.18171, -0.64035, 2.03764], [-0.18631, -1.50566, 3.19937]], "mulliken_charge": [-0.319, -0.858, -0.729, -0.158, 0.516, -0.582, -0.418, 0.422, 0.386, 0.302, 0.263, 0.209, 0.269, 0.202, 0.236, 0.260]}

=====

{"formula": "C31H59Al2AsBrCl4F10N5O12S", "method": "ωB97M-V/def2-TZVPD", "total_energy_ev": -297299.152, "elements": ["C", "C", "O", "O", "C", "C", "C", "C", "C", "C", "N", "C", "C", "O", "C", "N", "C", "N", "N", "C", "H", "H", "H", "H", "H", "H", "H", "H", "H", "H", "H", "H", "H", "H", "H", "H", "H", "H", "H", "H", "H", "H", "H", "F", "As", "F", "F", "F", "F", "F", "Al", "C", "Cl", "Cl", "Cl", "Cl", "C", "C", "C", "C", "N", "H", "H", "H", "H", "H", "H", "H", "C", "S", "O", "C", "H", "H", "H", "H", "H", "H", "Br", "F", "Al", "F", "F", "F", "C", "O", "O", "O", "H", "O", "C", "O", "C", "C", "C", "H", "H", "H", "H", "H", "H", "H", "H", "C", "O", "C", "C", "O", "C", "C", "O", "C", "H", "H", "H", "H", "H", "H", "H", "H", "H", "H", "H", "H", "H", "H"], "positions_angstrom": [[3.80268, 1.49115, 1.51645], [3.27026, 1.09418, 0.17265], [2.73995, 0.05866, -0.05756], [3.44864, 2.03910, -0.78844], [2.41003, 2.02263, -1.77134], [1.38168, 3.15919, -1.72164], [1.39568, 4.08421, -0.49147], [0.00593, 4.50663, -0.00123], [-0.29230, 4.35125, 1.47682], [-0.14783, 2.94367, 2.02769], [-1.31553, 2.06412, 1.76236], [-2.48049, 2.22186, 2.60632], [-2.63748, 1.03448, 3.54259], [-3.66058, 0.73570, 4.05366], [-1.22003, 1.15579, 0.79928], [-0.16298, 1.01812, 0.00129], [-0.42886, 0.03784, -0.83843], [-1.62996, -0.46552, -0.60376], [-2.17539, 0.22155, 0.46251], [-3.52104, -0.15698, 0.85716], [4.72290, 2.05763, 1.38825], [4.00510, 0.57906, 2.07109], [3.07458, 2.07492, 2.07901], [1.86386, 1.09751, -1.74123], [2.89320, 2.04767, -2.74462], [1.49055, 3.76807, -2.61766], [0.40653, 2.69155, -1.80992], [1.90641, 3.61439, 0.34573], [1.89188, 5.00625, -0.78441], [-0.18403, 5.54246, -0.26900], [-0.89025, 3.83770, -0.58052], [0.38477, 5.01570, 2.02491], [-1.30300, 4.71241, 1.68940], [0.74637, 2.44690, 1.66511], [-0.07506, 2.97963, 3.11602], [-2.30909, 3.08577, 3.25030], [-3.39642, 2.42778, 2.05705], [-1.70349, 0.46254, 3.71588], [0.22737, -0.28697, -1.63937], [-2.17214, -1.17387, -1.10301], [-4.04427, -0.50595, -0.03618], [-4.10885, 0.66013, 1.25041], [-3.53763, -1.00685, 1.57309], [0.70278, -2.91154, 3.31809], [2.11766, -2.63665, 2.31436], [3.13827, -3.29084, 3.52689], [2.23445, -1.04964, 3.02815], [3.43867, -2.29746, 1.28048], [0.98192, -1.93613, 1.11747], [1.87947, -4.17429, 1.58812], [-1.88983, -2.21177, 1.69675], [-2.86696, -1.05860, -4.18693], [-2.10785, -1.63301, -5.62621], [-4.58619, -0.86797, -4.42890], [-2.59322, -2.28018, -2.88615], [-2.15561, 0.47645, -3.62194], [-6.58483, -4.89168, 0.78547], [-6.12115, -4.08490, 1.98930], [-6.84594, -2.73790, 2.12309], [-6.61383, -1.90318, 0.94524], [-6.42053, -1.30749, -0.01392], [-6.38268, -4.37170, -0.15321], [-6.06617, -5.84744, 0.75350], [-7.65547, -5.09222, 0.84173], [-5.04172, -3.90925, 1.91311], [-6.28713, -4.66566, 2.89543], [-6.49481, -2.19681, 3.00362], [-7.92079, -2.88630, 2.23312], [-8.55122, -8.51595, 2.24815], [-7.55246, -8.13384, 3.68916], [-6.82433, -6.87034, 3.38144], [-6.37618, -9.47022, 3.47213], [-9.32944, -7.75958, 2.17367], [-7.92627, -8.49505, 1.35549], [-9.00645, -9.49767, 2.37532], [-5.90206, -9.38243, 2.49487], [-6.89454, -10.42423, 3.56398], [-5.62766, -9.38339, 4.25635], [-1.95237, 3.87693, -1.93146], [-4.04741, -5.67501, -6.16941], [-4.63271, -4.47469, -7.20459], [-3.43329, -4.04461, -8.31004], [-4.99923, -3.10435, -6.25975], [-6.01602, -5.00882, -7.99954], [1.74983, 0.06872, -4.70880], [2.51584, -0.54694, -5.44885], [1.62630, -0.39295, -3.39869], [1.09842, 1.09151, -4.98536], [2.23058, -1.15568, -3.40837], [1.66350, 5.93497, 3.46797], [0.97938, 6.32109, 4.38077], [-0.32742, 6.54904, 4.14252], [-1.26454, 6.86753, 5.18507], [-1.28023, 8.34588, 5.50483], [1.56335, 6.61898, 5.73794], [-1.07580, 6.25500, 6.06723], [-2.23185, 6.56290, 4.78822], [-0.31860, 8.68474, 5.88892], [-2.04278, 8.56116, 6.25257], [-1.49864, 8.92269, 4.60675], [1.97931, 7.62548, 5.71897], [2.36923, 5.91325, 5.92052], [0.85483, 6.54288, 6.55791], [6.66989, 1.88678, -1.35953], [6.85783, 0.72355, -2.12647], [5.65903, 0.27485, -2.73677], [5.95675, -0.76346, -3.79350], [6.37691, -0.21202, -5.03073], [7.71882, 0.23899, -5.10170], [8.72993, -0.87626, -5.24175], [9.02193, -1.44554, -3.97820], [9.72885, -2.65729, -4.09670], [5.94766, 1.72979, -0.55617], [7.63252, 2.14656, -0.92171], [6.33221, 2.71924, -1.99034], [5.13989, 1.12273, -3.20443], [5.00629, -0.16660, -1.97005], [5.02460, -1.28523, -4.02101], [6.67492, -1.49705, -3.42111], [7.97065, 0.88016, -4.25359], [7.76525, 0.84384, -6.00967], [9.65784, -0.47264, -5.67319], [8.32975, -1.64234, -5.91753], [9.12977, -3.41395, -4.61673], [9.94573, -3.01177, -3.09122], [10.67365, -2.51531, -4.63565]], "mulliken_charge": [-1.359, 0.807, -0.514, -0.271, 0.443, -0.259, -0.026, -0.231, -0.366, -0.558, 0.275, -1.192, -0.118, -0.452, -0.294, 0.816, -1.878, 0.883, 0.126, -0.874, 0.464, 0.344, 0.203, -0.935, 0.584, 0.773, -0.348, 0.101, 0.512, 0.868, -0.540, -0.033, 0.547, -0.220, 0.540, 0.513, 0.532, 0.596, 0.926, 0.137, 0.537, 0.339, 0.169, -0.504, 2.042, -0.483, -0.463, -0.426, -0.616, -0.484, 0.882, 0.187, 0.003, -0.022, -0.232, 0.032, -1.194, 0.118, -0.521, 0.347, -0.525, 0.447, 0.282, 0.277, -0.095, 0.280, 0.310, 0.372, -0.914, 0.399, -0.553, -0.940, 0.302, 0.292, 0.389, 0.298, 0.380, 0.312, -0.063, -0.402, 0.502, -0.394, -0.304, -0.379, 0.682, -0.562, -0.237, -0.514, 0.164, -0.593, 0.877, -0.324, -0.417, -1.097, -1.236, 0.393, 0.336, 0.278, 0.386, 0.330, 0.315, 0.340, 0.383, -0.258, -0.349, 0.063, -0.636, -0.417, -0.426, -0.597, -0.239, -0.772, -0.223, 0.359, 0.293, 0.212, 0.138, 0.362, 0.235, 0.192, 0.385, 0.455, 0.349, 0.318, 0.232, 0.310]}

=====

{"formula": "C5H6NO2", "method": "ωB97M-V/def2-TZVPD", "de_lowest_kj_mol": 170.9, "total_charge": -1, "elements": ["C", "C", "C", "C", "C", "N", "O", "O", "H", "H", "H", "H", "H", "H"], "positions_angstrom": [[-0.93986, -0.81777, 1.07654], [0.28346, -0.32454, -2.69435], [-1.22653, -0.42485, -0.20170], [0.16967, -0.16219, 0.22649], [0.76070, 1.22221, 0.71816], [-1.23289, -1.27491, 2.23759], [0.98084, -1.19400, -2.44364], [-0.29987, 0.54635, -3.10402], [-1.80317, -0.30269, -1.02622], [1.03046, -0.96488, -0.05061], [0.21917, 2.00953, 0.29831], [1.71317, 1.42953, 0.42073], [0.74494, 1.32620, 1.78719], [-0.40008, -1.06800, 2.75555]], "mulliken_charge": [0.299, 0.757, -0.807, -0.288, -1.329, -0.945, -0.398, -0.369, 0.592, 0.214, 0.316, 0.433, 0.314, 0.211]}

=====

{"formula": "C3H5NO", "method": "ωB97M-V/def2-TZVPD", "de_lowest_kj_mol": 483.1, "elements": ["O", "C", "C", "C", "N", "H", "H", "H", "H", "H"], "positions_angstrom": [[-1.60035, -0.93499, -0.06351], [-0.84857, -0.00269, -0.65452], [0.63660, -0.28371, -0.37061], [0.97730, 0.67562, 0.62365], [0.67741, -0.46968, 1.12534], [-1.09646, 0.26701, -1.68807], [1.33462, -0.87657, -0.94924], [1.40722, 1.62055, 0.92884], [-0.89424, 1.00976, -0.08377], [-0.67005, -1.01208, 1.05000]], "mulliken_charge": [-0.641, -0.321, -0.058, -0.192, -0.480, 0.360, 0.360, 0.353, 0.160, 0.458]}

=====

{"formula": "C7H10N3O2S", "method": "ωB97M-V/def2-TZVPD", "de_lowest_kj_mol": 225.9, "total_charge": 1, "elements": ["C", "C", "C", "C", "C", "C", "C", "N", "N", "N", "O", "O", "S", "H", "H", "H", "H", "H", "H", "H", "H", "H", "H"], "positions_angstrom": [[1.04992, -1.26299, -1.50953], [0.68600, -2.35432, -0.35396], [-0.78670, -0.68648, -0.38857], [3.57187, 1.77248, 1.16592], [2.90871, 0.94219, 0.40906], [-0.71932, -2.19478, 1.68152], [-2.18612, 1.75876, -0.77923], [-0.25827, -1.68492, 0.37557], [-0.13869, -0.50425, -1.47491], [2.09172, 0.19342, -0.06530], [1.10639, -3.41213, -0.14817], [2.17203, -0.53846, -1.26216], [-1.98418, 0.38394, 0.36414], [1.32052, -1.73939, -2.45589], [3.65164, 2.83870, 0.83497], [4.10375, 1.52205, 1.98016], [-1.85806, -2.05466, 1.64516], [-0.41559, -3.20609, 1.79510], [-0.39728, -1.65630, 2.58359], [-3.15738, 2.20176, -0.42552], [-2.53270, 1.10020, -1.65704], [-1.41493, 2.50092, -0.95319], [-0.52257, 0.09126, -2.16033]], "mulliken_charge": [0.136, 0.278, 0.390, -0.903, 0.603, -0.894, -0.892, 0.083, -0.077, -0.333, -0.429, -0.121, 0.007, 0.400, 0.212, 0.315, 0.327, 0.390, 0.312, 0.361, 0.318, 0.321, 0.195]}